[1]
The following is a quantum chemistry calculation of a molecular structure, C48H43N4O6PSV in a non-equilibrium geometry, from the OMol25 dataset.

- Maximum force: 5.1 eV/Å
- HOMO level (alpha / beta): 0.17 / -1.08 eV
- HOMO-LUMO gap (alpha / beta): 3.75 / 5.00 eV
- Expectation value of S²: 4.1424

ORCA input file:
```
! RIJCOSX wB97M-V def2-TZVPD def2/J DEFGRID3
* xyz -2 4
V 0.369 -0.686 0.315
O 0.496 -1.758 -1.049
C 0.234 -3.004 -0.991
C -0.221 -3.699 0.159
C -0.413 -5.092 0.136
C -0.816 -5.799 1.268
C -1.059 -5.104 2.473
C -0.907 -3.748 2.518
C -0.479 -2.999 1.398
O -0.317 -1.721 1.479
N -0.979 -7.178 1.228
O -1.345 -7.786 2.265
O -0.756 -7.790 0.155
H 0.372 -3.592 -1.905
H -0.227 -5.645 -0.773
H -1.361 -5.662 3.346
H -1.090 -3.202 3.435
O -2.497 -1.463 -1.059
N -2.810 -0.674 0.072
C -3.349 0.465 -0.187
C -3.632 1.096 -1.451
C -4.805 1.863 -1.577
C -5.160 2.440 -2.772
C -4.331 2.292 -3.883
C -3.140 1.599 -3.758
C -2.765 0.997 -2.565
P -1.084 0.256 -2.369
C -0.269 1.535 -3.424
C -0.050 1.449 -4.798
C 0.518 2.505 -5.488
C 0.892 3.661 -4.823
C 0.689 3.754 -3.455
C 0.115 2.704 -2.768
C -1.178 -1.093 -3.610
C 0.027 -1.660 -4.023
C 0.040 -2.761 -4.857
C -1.152 -3.328 -5.279
C -2.354 -2.763 -4.884
C -2.368 -1.656 -4.054
H -2.048 -2.241 -0.688
H -3.698 0.966 0.708
H -5.451 1.978 -0.715
H -6.081 3.007 -2.860
H -4.598 2.743 -4.829
H -2.482 1.542 -4.614
H -0.315 0.548 -5.336
H 0.669 2.424 -6.558
H 1.335 4.486 -5.368
H 0.977 4.651 -2.925
H -0.049 2.770 -1.705
H 0.952 -1.234 -3.660
H 0.981 -3.192 -5.173
H -1.145 -4.212 -5.902
H -3.287 -3.196 -5.222
H -3.309 -1.232 -3.733
S 4.793 -0.958 1.545
C 3.688 -1.374 2.799
C 2.397 -1.258 2.404
C 2.204 -0.808 1.072
C 3.428 -0.611 0.457
C 3.717 -0.155 -0.858
C 5.047 -0.077 -1.332
C 5.298 0.376 -2.601
C 4.217 0.742 -3.404
C 2.945 0.640 -2.859
N 2.677 0.223 -1.636
H 4.065 -1.651 3.766
H 1.587 -1.495 3.076
H 5.853 -0.377 -0.678
H 6.315 0.449 -2.970
H 4.357 1.101 -4.413
H 2.092 0.927 -3.458
O -0.864 1.819 -0.019
C -0.292 1.241 0.882
C 2.478 4.059 3.058
C 2.619 2.682 2.389
C 2.178 2.796 0.935
C 1.955 1.658 3.295
C 2.726 1.287 4.383
C 2.235 0.465 5.379
C 0.909 0.076 5.322
C 0.077 0.438 4.272
C -1.379 0.020 4.433
C -2.294 0.156 3.222
C -2.010 0.792 5.608
C 0.628 1.161 3.180
N -0.119 1.468 2.097
H 3.001 4.816 2.474
H 2.892 4.051 4.065
H 1.429 4.337 3.124
H 3.687 2.433 2.373
H 1.201 3.267 0.856
H 2.145 1.821 0.448
H 2.896 3.416 0.398
H 3.747 1.643 4.443
H 2.868 0.143 6.194
H 0.511 -0.538 6.122
H -1.368 -1.040 4.723
H -2.367 1.191 2.898
H -3.293 -0.199 3.482
H -1.938 -0.441 2.388
H -2.032 1.860 5.397
H -1.455 0.633 6.530
H -3.033 0.450 5.763
*
```

Here are the Löwdin charges for atoms 1 to 5, given in e: number 1, V, carries 0.82; number 2, O, carries -0.25; number 3, C, carries -0.17; number 4, C, carries -0.15; number 5, C, carries 0.01


[2]
The following is a quantum chemistry calculation of a molecular structure, C48H43N6O11PS4Zr in a non-equilibrium geometry, from the OMol25 dataset.

- Maximum force: 1.1 eV/Å
- HOMO level: -6.80 eV
- HOMO-LUMO gap: 6.02 eV

ORCA input file:
```
! RIJCOSX wB97M-V def2-TZVPD def2/J DEFGRID3
* xyz 0 1
Zr -0.104 0.151 0.223
O -1.933 1.197 -0.616
S -2.962 0.512 0.231
O -3.583 1.375 1.204
O -2.259 -0.671 0.772
C -4.240 -0.083 -0.840
C -5.532 0.371 -0.612
C -6.562 -0.092 -1.415
C -6.294 -1.006 -2.423
C -4.997 -1.447 -2.640
C -3.941 -0.994 -1.856
P -2.181 -1.449 -2.197
C -2.171 -3.258 -2.052
C -1.038 -3.916 -2.538
C -0.901 -5.286 -2.382
C -1.892 -6.015 -1.735
C -3.006 -5.363 -1.224
C -3.142 -3.988 -1.373
C -2.224 -1.134 -4.002
C -2.274 -2.106 -4.995
C -2.319 -1.738 -6.334
C -2.311 -0.399 -6.693
C -2.266 0.579 -5.706
C -2.223 0.212 -4.371
H -5.719 1.075 0.186
H -7.571 0.263 -1.254
H -7.097 -1.373 -3.049
H -4.795 -2.153 -3.437
H -0.255 -3.352 -3.036
H -0.013 -5.780 -2.757
H -1.797 -7.088 -1.632
H -3.771 -5.924 -0.702
H -3.998 -3.487 -0.938
H -2.277 -3.156 -4.731
H -2.361 -2.504 -7.098
H -2.336 -0.116 -7.737
H -2.256 1.627 -5.977
H -2.191 0.980 -3.604
C 3.886 2.188 7.294
C 2.967 1.582 6.271
C 2.034 0.617 6.632
C 1.182 0.055 5.693
C 1.270 0.479 4.377
C 2.206 1.426 3.983
C 3.043 1.977 4.934
S 0.232 -0.279 3.180
O -0.275 -1.497 3.736
O -0.744 0.686 2.655
N 1.227 -0.537 1.880
C 1.179 -1.945 1.618
C 2.131 -2.828 2.092
C 1.843 -4.176 1.929
C 0.643 -4.559 1.336
C -0.229 -3.586 0.873
N 0.059 -2.293 0.998
H 3.958 1.562 8.182
H 3.520 3.168 7.607
H 4.888 2.328 6.888
H 1.970 0.297 7.665
H 0.450 -0.689 5.969
H 2.288 1.714 2.945
H 3.774 2.718 4.634
H 3.020 -2.463 2.585
H 2.537 -4.929 2.280
H 0.378 -5.602 1.240
H -1.167 -3.840 0.396
O 2.552 6.137 3.309
C 1.240 5.701 3.619
C 0.775 4.704 2.600
C -0.574 4.357 2.533
C -0.956 3.314 1.723
N -0.100 2.654 0.939
C 1.160 3.097 0.884
C 1.650 4.088 1.727
C 1.867 2.565 -0.289
C 2.574 3.421 -1.064
C 2.636 3.167 -2.495
C 2.988 4.302 -3.411
O 4.366 4.655 -3.312
C 2.261 1.969 -2.948
C 1.973 0.861 -1.985
N 1.444 1.321 -0.684
H 2.722 6.964 3.767
H 0.534 6.536 3.658
H 1.220 5.206 4.599
H -1.311 4.851 3.151
H -1.984 2.985 1.688
H 2.692 4.373 1.690
H 2.858 4.392 -0.683
H 2.440 5.204 -3.135
H 2.721 4.041 -4.440
H 4.879 3.847 -3.417
H 2.155 1.772 -4.009
H 2.891 0.274 -1.823
N 3.931 -3.797 -1.257
C 3.414 -3.475 -2.489
O 3.775 -4.075 -3.492
C 2.418 -2.392 -2.528
C 2.043 -1.819 -3.802
C 1.235 -0.757 -3.817
C 0.898 -0.101 -2.509
N 0.719 -1.086 -1.413
C 1.667 -2.051 -1.437
H 4.687 -4.459 -1.252
H 3.842 -3.165 -0.483
H 2.360 -2.329 -4.702
H 0.824 -0.356 -4.735
H -0.019 0.494 -2.601
H 1.722 -2.697 -0.572
O -1.978 0.450 5.433
S -2.210 1.758 4.927
O -3.569 2.362 5.432
O -1.160 2.719 4.924
S -3.748 1.979 3.650
*
```

Here are the Löwdin charges for atoms 1 to 5, given in e: number 1, Zr, carries 1.88; number 2, O, carries -0.45; number 3, S, carries 0.50; number 4, O, carries -0.43; number 5, O, carries -0.42


[3]
The following is a quantum chemistry calculation of a molecular structure, C48H44BrCuNO4P2 in a non-equilibrium geometry, from the OMol25 dataset.

- Maximum force: 13.0 eV/Å
- HOMO level (alpha / beta): 0.49 / -2.32 eV
- HOMO-LUMO gap (alpha / beta): 2.31 / 5.13 eV
- Expectation value of S²: 0.7652

ORCA input file:
```
! RIJCOSX wB97M-V def2-TZVPD def2/J DEFGRID3
* xyz -2 2
Cu 4.401 0.948 -3.082
C -1.903 -0.161 2.320
N -1.746 -1.551 2.771
C -0.916 -2.553 1.875
P -0.183 -1.283 0.194
C 1.183 -2.181 -0.031
C 1.258 -3.510 -0.278
C 2.565 -4.241 -0.343
C 3.754 -3.631 -0.204
C 3.683 -2.250 -0.185
C 2.461 -1.560 -0.163
C -1.410 -1.973 -1.032
C -2.625 -2.795 -0.700
C -3.315 -3.349 -1.627
C -2.845 -3.178 -3.055
C -1.781 -2.370 -3.530
C -1.157 -1.751 -2.416
C -1.196 -2.048 3.922
C -0.167 -1.553 4.629
C 0.020 -2.029 6.017
C -0.643 -3.109 6.596
C -1.613 -3.700 5.801
C -1.881 -3.144 4.547
P -0.692 1.316 2.381
C -1.473 2.374 3.852
C -1.228 1.921 5.182
C -1.504 2.641 6.170
C -2.190 3.807 6.089
C -2.560 4.375 4.694
C -2.220 3.698 3.691
C 1.137 1.485 2.838
C 1.798 2.743 2.590
C 3.012 2.964 2.081
C 3.910 1.978 2.006
C 3.373 0.633 2.245
C 2.107 0.345 2.384
H -2.673 -0.166 3.016
H -2.319 0.095 1.337
H -1.465 -3.327 1.407
H -0.091 -3.288 2.316
H 0.140 -4.037 -0.295
H 2.355 -4.948 -1.215
H 4.382 -4.332 -0.443
H 4.691 -1.755 -0.027
H 2.271 -0.587 -0.621
H -2.920 -2.751 0.369
H -4.237 -4.126 -1.603
H -3.618 -3.488 -3.997
H -1.513 -2.154 -4.630
H -0.115 -1.409 -2.786
H 0.408 -0.451 4.561
H 0.692 -1.710 6.758
H -0.288 -3.442 7.461
H -2.005 -4.721 6.067
H -2.794 -2.928 4.321
H -0.388 1.162 5.039
H -1.271 2.157 7.051
H -2.178 4.568 6.949
H -3.254 5.313 4.941
H -2.255 3.476 2.572
H 1.390 3.943 2.661
H 3.376 3.939 1.853
H 4.756 2.124 1.460
H 4.182 -0.088 1.942
H 1.908 -0.666 2.343
C 3.324 3.348 -1.328
O 4.678 3.219 -1.536
C 5.334 2.226 -2.166
C 6.675 2.379 -1.873
H 2.880 2.731 -2.142
H 2.941 4.233 -1.384
H 3.106 2.769 -0.321
H 7.542 2.045 -2.487
H 6.665 1.144 -1.358
H 6.670 2.900 -1.117
O -5.856 4.758 -4.952
C -5.044 3.754 -4.613
C -3.703 4.067 -4.597
C -2.796 3.042 -4.503
C -3.314 1.718 -4.418
C -4.667 1.402 -4.308
C -5.533 2.465 -4.300
C -6.991 2.272 -4.258
O -7.758 3.325 -4.612
O -7.564 1.175 -4.054
H -7.077 4.111 -4.619
H -3.310 5.102 -4.674
H -1.661 3.063 -4.439
H -2.647 0.916 -4.379
H -5.133 0.462 -4.087
Br 0.788 -4.549 -4.491
C 1.836 -2.931 -4.125
C 3.123 -3.020 -3.652
C 3.837 -1.819 -3.449
C 3.404 -0.551 -3.880
C 2.068 -0.528 -4.450
C 1.337 -1.725 -4.554
H 3.551 -4.027 -3.370
H 4.782 -1.938 -3.012
H 1.648 0.439 -4.601
H 0.292 -1.688 -4.931
*
```

Here are the Löwdin charges for atoms 1 to 5, given in e: number 1, Cu, carries 0.48; number 2, C, carries -0.37; number 3, N, carries -0.15; number 4, C, carries -0.17; number 5, P, carries 1.03


no.,calculated total energy (Eh)
1,-4208.754742
2,-4992.339299
3,-7107.502068